116
Properties=species:S:1:pos:R:3:forces:R:3:lowdin_charge:R:1 method="wB97M-V/def2-TZVPD" smiles="c1cc[nH]c1.c1cc[nH]c1.O=C1CCCO1.O=C1CCCO1.O=C1CCCO1.O=C1CCCO1.O=C1CCCO1.O=C1CCCO1.O=C1CCCO1.O=C1CCCO1"
O -1.153488 -0.191287 7.126638 0.95 -0.23 1.46 0.06
O -0.060968 -2.064462 6.760656 -2.86 2.11 -1.60 0.05
O -0.274780 0.883718 -0.543001 0.61 0.83 -0.14 0.01
O -2.748399 -8.131666 2.459453 1.31 0.09 -0.12 0.01
O 0.461047 0.219754 -6.115858 -0.07 2.76 -2.06 0.08
O -3.828193 8.883385 -4.023762 0.53 -1.02 -0.58 0.02
O 3.147845 3.194356 4.287623 -0.69 0.18 -1.24 0.13
O 0.162762 2.473169 -6.373932 1.03 -1.15 1.17 0.00
O 7.142071 -8.710777 2.989500 -0.75 2.12 -0.42 0.08
O 0.202349 -1.260231 -0.350944 -1.16 0.28 -0.46 0.10
O -4.485926 7.399595 -5.665719 1.25 0.91 2.57 0.09
O -4.484569 -9.087249 1.472771 1.41 0.32 -0.67 0.10
O 5.677492 -7.420879 1.957592 -2.57 -0.40 -2.25 0.07
O -8.354482 -1.537974 2.742617 -0.34 1.31 0.63 0.03
O -7.250320 -3.271113 1.995375 -1.75 0.47 -0.32 0.09
O 3.808705 2.149439 6.068600 0.28 -1.07 -0.56 0.03
N 5.509115 -1.832146 -2.836256 1.01 0.37 0.43 0.00
N 4.635473 8.851592 -3.299335 -1.44 -1.33 0.37 0.00
C 6.710474 -7.599355 2.691340 3.38 -1.39 2.08 -0.51
C -4.369639 6.678731 -3.311860 0.96 0.73 0.09 -0.07
C -0.263506 3.407310 -7.325108 -1.42 -1.49 -1.24 -0.17
C -1.326116 1.829075 -0.861671 0.59 -0.92 0.63 -0.13
C -1.785895 -1.211812 5.134450 0.66 -0.69 0.18 -0.08
C -4.173698 7.632524 -4.500156 -2.12 -0.28 -1.69 -0.42
C 7.746607 -1.752190 -2.638635 -1.21 1.56 1.53 -0.11
C -0.632419 -0.416325 -0.582572 1.02 0.19 0.91 -0.48
C -2.136722 0.235270 5.027690 -0.30 1.40 0.34 -0.15
C 6.520810 -1.247004 -2.139113 1.28 -0.23 0.06 -0.13
C -3.432373 -8.493488 1.345478 -2.34 -0.06 1.09 -0.48
C 5.321983 7.978143 -2.484622 -0.03 -0.13 -0.21 -0.13
C 4.475312 6.924328 -2.116359 2.70 0.78 0.17 -0.13
C 3.340101 8.345647 -3.450637 0.73 -0.61 0.55 -0.12
C 0.254454 1.180683 -6.865281 -1.03 -2.03 2.26 -0.41
C 6.070365 -2.666020 -3.756412 -1.82 -0.91 -0.66 -0.16
C -0.165316 1.180039 -8.329780 1.29 0.26 0.19 -0.09
C 4.356231 0.876526 6.385599 0.23 -0.39 1.54 -0.17
C -2.831182 -7.855844 0.121985 0.59 -0.72 -0.13 -0.09
C -0.926247 -1.230190 6.387822 4.09 -4.18 0.55 -0.47
C 5.457187 -6.057375 1.614080 -1.00 0.26 -0.44 -0.17
C -0.916069 2.497651 -8.403003 0.87 0.56 -0.54 -0.15
C 4.645422 0.116814 5.105336 0.62 -1.56 1.09 -0.18
C -2.120172 -0.493496 -0.822385 0.26 0.52 0.11 -0.06
C -8.302587 -2.651834 2.030489 2.25 -1.86 -0.25 -0.49
C 3.894291 0.834870 4.082269 -1.39 1.08 -1.07 -0.09
C -9.611339 -0.876983 2.603233 -1.20 -0.86 -0.50 -0.14
C -2.005459 0.679525 6.505333 -1.23 1.69 -1.05 -0.18
C 3.280272 7.129977 -2.747845 -2.00 1.68 -1.07 -0.14
C 7.427608 -2.631024 -3.663131 0.23 -0.53 -0.47 -0.14
C -9.626299 -2.918939 1.335576 0.02 -0.08 0.89 -0.07
C 7.263685 -6.206186 3.105173 -0.18 -0.55 -0.31 -0.05
C -3.477165 8.812139 -2.627574 -0.04 0.23 0.26 -0.17
C -3.437862 7.344376 -2.302930 0.06 -1.16 0.35 -0.18
C 3.534125 2.163613 4.733767 0.98 1.32 0.51 -0.47
C -1.937167 -6.812870 0.719276 0.37 0.83 0.92 -0.18
C 6.115774 -5.284895 2.671853 0.91 1.15 2.02 -0.18
C -2.581569 0.970311 -0.802836 -1.07 0.27 -1.24 -0.16
C -10.583935 -1.974400 2.087337 0.09 0.51 -0.83 -0.14
C -1.526423 -7.398604 2.082078 -1.73 -0.38 -1.26 -0.12
H -0.714381 3.116386 -9.277408 -0.96 -0.73 -0.71 0.11
H -1.308597 2.616264 -0.107926 0.08 -0.10 0.01 0.12
H -1.938735 2.185889 -8.190727 -0.25 1.00 -0.19 0.12
H -4.104801 5.647912 -3.547176 -0.13 0.19 -0.11 0.12
H -4.178930 9.446948 -2.086616 -0.17 -0.27 0.08 0.13
H 3.626000 0.329658 6.982083 -0.18 0.02 0.01 0.12
H 8.156290 -3.180528 -4.240602 -0.29 -0.09 -0.07 0.10
H 5.217493 1.007958 7.040627 0.12 0.16 -0.19 0.13
H -0.724936 -8.106812 1.871933 0.24 0.04 0.89 0.12
H 2.389181 6.530433 -2.634267 0.02 0.05 -0.10 0.09
H 5.379226 -3.291663 -4.301665 0.37 0.02 -0.39 0.11
H 7.495192 -6.259179 4.168975 0.03 0.32 -0.14 0.12
H 4.442498 0.904763 3.142748 -0.35 0.50 0.01 0.13
H -1.432446 0.800768 4.417514 0.41 -0.27 0.06 0.11
H 0.777358 1.124470 -8.874177 0.18 0.45 -0.28 0.13
H -3.092267 0.547621 4.606422 -0.25 -0.56 0.20 0.12
H 5.894271 -5.774882 0.656345 -0.06 -0.60 -0.27 0.14
H 2.912204 0.407914 3.879048 0.01 -0.32 -0.22 0.13
H 4.384569 -5.863618 1.607975 0.03 -0.29 -0.31 0.13
H -9.932371 -0.466024 3.560395 0.30 0.11 -0.15 0.13
H 5.696317 0.027500 4.830134 0.05 0.19 0.32 0.12
H -2.159490 -8.570733 -0.353285 -0.30 -0.39 -0.27 0.13
H -2.253180 -0.832527 -1.849747 -0.18 -0.70 0.31 0.13
H -1.023572 -6.627115 0.154532 -0.34 0.52 -0.22 0.12
H -11.189426 -2.406731 2.883932 0.37 -0.36 -0.04 0.11
H -2.576663 -1.112117 -0.049719 -0.06 -0.21 -0.44 0.13
H -5.397972 6.738888 -2.955459 -0.14 -0.02 -0.32 0.13
H -2.413254 7.038450 -2.514352 0.04 -0.29 0.01 0.12
H -3.588693 -7.532039 -0.591768 0.10 -0.04 0.20 0.13
H -9.458161 -2.654498 0.291585 -0.28 0.16 -0.06 0.13
H 6.395472 -4.289069 2.328044 0.33 -0.12 -0.05 0.12
H 6.248763 -0.573055 -1.340258 0.42 0.07 -0.05 0.10
H -1.087408 2.274378 -1.827498 -0.19 -0.15 -0.07 0.12
H -2.958974 0.590134 7.025828 -0.15 0.64 -0.04 0.13
H 2.554679 8.918728 -3.920847 0.20 -0.15 -0.18 0.09
H 4.256026 -0.889739 5.258022 0.27 -0.14 -0.19 0.12
H 6.372179 8.155891 -2.306002 -0.11 -0.14 0.18 0.10
H 0.560548 3.958558 -7.778033 0.10 0.11 0.35 0.13
H 8.741867 -1.510999 -2.295595 -0.17 0.12 0.05 0.09
H -3.291904 1.276696 -0.034954 0.35 -0.31 0.33 0.11
H 8.160668 -5.973174 2.531392 0.18 -0.28 0.12 0.12
H 5.003397 9.633340 -3.822397 0.01 -0.21 0.36 0.14
H 5.478255 -5.100985 3.536636 -0.29 -0.19 -0.04 0.12
H -2.468089 9.153879 -2.397183 -0.08 0.70 -0.66 0.12
H -1.231867 -1.587981 4.274426 -0.17 -0.26 0.22 0.13
H -2.596931 -1.883583 5.415589 -0.35 0.03 -0.47 0.14
H -1.056508 4.053779 -6.949164 0.48 0.18 0.45 0.13
H 4.772388 6.106417 -1.476697 -0.09 0.05 -0.09 0.09
H -3.628873 7.068823 -1.265777 -0.13 0.28 0.00 0.12
H -1.375523 -6.594957 2.802818 0.43 -0.59 0.14 0.13
H -3.127761 1.100585 -1.737079 -0.21 0.28 0.05 0.10
H -11.275200 -1.560015 1.353484 -0.17 0.20 0.25 0.11
H -9.576955 -0.128864 1.811250 0.44 0.36 0.31 0.12
H 4.542481 -1.615291 -2.639569 0.16 -0.39 -0.42 0.15
H -9.927591 -3.966067 1.364681 0.29 0.06 0.07 0.13
H -2.525530 -5.933728 0.982044 0.26 0.40 -0.57 0.12
H -1.500983 1.642488 6.584744 -0.76 0.34 0.11 0.13
H -0.690625 0.294511 -8.687527 -0.24 0.09 0.62 0.13

111
Properties=species:S:1:pos:R:3:forces:R:3:lowdin_charge:R:1 method="wB97M-V/def2-TZVPD" total_charge=+2
Ta 0.459549 0.989517 -0.429287 -0.17 -0.44 0.27 1.51
S -0.346434 -0.076554 -2.512499 0.06 0.13 0.13 0.82
S 2.237928 -1.037619 0.687074 0.00 0.03 -0.02 0.77
S -1.755876 0.587080 1.009993 -0.10 -0.13 0.12 0.79
F -2.288328 5.251325 -4.155800 0.00 0.01 0.01 0.11
N 0.826628 -2.442072 -3.500209 -0.02 -0.04 0.04 0.04
N 0.125732 -2.664308 1.049544 -0.07 0.00 0.07 0.06
N 1.698294 -3.128505 2.488259 -0.04 0.04 0.03 0.03
N -3.945392 -0.970465 0.306679 -0.05 -0.08 -0.04 0.03
N -2.005231 -1.879190 -0.106508 -0.02 -0.13 -0.04 0.06
N 0.035557 -2.551307 -1.472539 0.04 -0.11 0.02 0.06
C -2.972075 -2.776626 -0.516680 0.03 0.04 0.02 0.00
C 1.033789 -3.727987 -3.025614 0.01 0.01 -0.05 -0.01
C 3.579100 1.930951 1.542183 -0.04 0.04 0.00 -0.05
C -4.901987 0.094015 2.309876 -0.01 -0.02 0.00 -0.02
C 4.097022 -2.400328 2.818796 -0.02 0.01 -0.03 -0.06
C -2.380727 3.798711 -2.322521 -0.03 -0.03 0.00 0.02
C -0.871782 1.883759 3.810630 -0.05 -0.04 -0.03 -0.05
C 0.541498 -2.967470 -5.873374 -0.01 0.00 0.00 -0.01
C -5.037056 -0.047707 0.795435 0.08 0.02 0.03 -0.53
C -0.509798 3.304650 1.747627 -0.03 -0.03 0.02 -0.22
C -6.389277 -0.667559 0.463434 0.00 -0.02 0.00 -0.04
C -0.039890 2.315273 2.635318 -0.04 0.05 0.04 -0.26
C 2.109323 2.271915 1.485645 0.17 0.00 0.01 -0.26
C -0.402316 2.483513 -1.730870 -0.14 0.03 -0.25 -0.44
C 2.615786 -2.937744 4.750270 0.01 0.00 0.02 -0.01
C 1.254354 1.795514 2.503545 0.02 -0.03 -0.09 -0.22
C 0.616028 -3.966017 2.741204 0.08 -0.04 0.02 -0.02
C -4.920573 1.301835 0.090194 0.02 0.00 -0.01 -0.03
C 0.247458 3.074335 -2.830544 -0.13 0.00 0.03 -0.14
C 2.585869 3.958220 -0.361647 -0.02 0.01 0.03 -0.03
C 1.735624 0.808423 3.529028 0.02 0.02 0.02 -0.04
C 1.022363 -0.612800 -5.229354 -0.01 0.00 0.01 -0.07
C 2.961295 -3.287119 3.305050 -0.04 0.02 -0.01 -0.53
C 3.396630 -4.746752 3.178435 -0.02 -0.03 -0.01 -0.02
C -0.352900 -3.679393 1.857956 -0.03 0.03 -0.06 -0.01
C 0.358849 3.832780 0.780782 -0.03 -0.06 -0.17 -0.20
C -2.613197 -0.786359 0.381167 0.04 0.15 0.02 -0.56
C -0.372255 4.010372 -3.642502 0.05 0.00 -0.01 0.02
C 1.365728 -2.311920 1.463707 0.09 -0.01 -0.10 -0.57
C -1.681246 4.360503 -3.373676 -0.02 0.00 -0.02 -0.27
C 0.557375 -3.790312 -1.766891 -0.03 0.04 0.03 0.01
C -1.744329 2.865639 -1.521994 0.10 0.04 -0.09 -0.15
C -1.903957 3.853096 1.896554 0.00 0.01 0.03 -0.03
C -4.169793 -2.218838 -0.257413 -0.02 0.04 0.03 0.00
C 2.798660 -2.326390 -4.940886 0.01 0.00 0.00 -0.01
C 1.293035 -2.070635 -4.892022 0.00 0.00 0.01 -0.53
C 1.644193 3.271120 0.598071 0.19 0.05 -0.04 -0.25
C 0.014642 5.078800 0.013921 0.02 -0.01 0.07 0.00
C 2.381271 0.941419 -1.451686 0.16 0.02 0.06 -0.34
C 0.216335 -1.744822 -2.525469 0.02 0.11 -0.08 -0.52
B -0.498436 -2.009210 -0.155543 -0.03 0.05 0.03 -0.74
H -5.806017 1.893014 0.321371 -0.01 0.00 0.00 0.10
H -1.336181 -4.099893 1.739722 0.00 0.00 0.00 0.13
H -4.048998 1.856998 0.430262 -0.01 0.00 -0.02 0.03
H 0.743205 -4.024975 -5.705934 0.00 0.00 0.00 0.08
H -1.934694 2.022803 3.647052 0.01 0.01 0.02 0.06
H -5.695235 0.744660 2.677654 0.00 0.00 0.00 0.10
H -0.922741 5.519024 0.331043 -0.01 0.01 0.01 0.09
H 3.869867 -1.343890 2.929541 0.00 0.03 0.00 0.05
H 0.861556 -2.727421 -6.886442 0.00 0.00 0.00 0.10
H -2.604837 3.079788 2.202455 0.02 0.01 0.00 0.05
H -0.534244 -2.801141 -5.807152 0.00 0.00 0.00 0.10
H 2.655499 -5.441051 3.572015 0.02 -0.01 0.01 0.08
H -0.597160 2.480932 4.685586 0.03 -0.01 0.00 0.12
H -5.003739 -0.875418 2.799346 0.00 0.00 0.00 0.10
H -0.040087 -0.376336 -5.229223 0.00 0.00 0.00 0.07
H 1.541673 0.070050 -4.558036 0.01 0.00 0.00 0.07
H -5.154818 -2.603451 -0.432917 -0.01 0.00 0.00 0.13
H -2.309898 2.430469 -0.713619 -0.03 -0.02 0.03 0.03
H 3.171020 -2.047970 -5.925848 0.00 0.00 0.00 0.10
H 0.632818 -4.695227 3.528864 0.00 0.01 0.00 0.13
H 4.314582 -4.892419 3.746061 0.00 0.00 0.00 0.10
H 0.552588 -4.602534 -1.061196 0.00 0.00 0.00 0.14
H 2.509231 0.016215 -2.015263 -0.01 -0.02 0.03 -0.01
H -6.536974 -1.625153 0.962976 0.00 0.00 0.00 0.09
H -1.935443 4.640800 2.653608 0.00 0.01 -0.01 0.12
H 1.505600 -4.485870 -3.621758 0.00 0.00 0.00 0.13
H 3.231923 1.007716 -0.769705 -0.01 0.00 -0.01 -0.01
H 3.594626 -5.000967 2.136529 0.01 0.00 0.00 0.10
H -2.728229 -3.723583 -0.965504 0.00 0.00 -0.01 0.14
H 1.399807 -0.445468 -6.237740 0.00 0.00 0.00 0.10
H -7.162549 0.007817 0.824950 0.00 0.00 0.00 0.10
H 2.797846 0.613237 3.448576 0.02 -0.03 -0.02 0.06
H 1.206263 -0.142506 3.422398 0.00 0.01 0.01 0.08
H 2.055961 4.354677 -1.223541 -0.01 -0.01 -0.01 0.08
H 4.966854 -2.626503 3.435490 -0.01 0.00 0.00 0.10
H -4.866789 1.173823 -0.992175 -0.01 0.00 0.00 0.10
H 3.064444 4.801672 0.143611 -0.01 0.01 0.00 0.12
H 4.358088 -2.598142 1.780837 0.00 0.00 -0.01 0.08
H -0.036709 4.900804 -1.060325 0.02 0.01 0.02 0.07
H 2.277790 -1.903866 4.829104 0.00 0.01 0.00 0.08
H 2.466993 1.764956 -2.159367 0.01 0.06 -0.02 0.00
H 3.373218 3.309005 -0.725204 -0.01 0.00 -0.01 0.07
H -2.273322 4.270170 0.964292 0.00 0.02 -0.01 0.07
H -0.709178 0.837599 4.058051 -0.01 0.00 0.00 0.08
H -3.410428 4.083310 -2.150043 0.00 0.01 0.00 0.13
H -0.079302 -0.867177 -0.090328 -0.05 0.17 -0.09 -0.07
H 3.506233 -3.052549 5.367551 0.00 0.00 0.00 0.10
H 1.540477 1.180673 4.535842 0.01 0.01 -0.01 0.10
H 4.001402 2.407616 2.430534 0.01 -0.02 0.01 0.12
H -3.944893 0.530861 2.590927 0.00 0.00 0.00 0.04
H 3.319546 -1.723752 -4.195358 0.00 0.00 0.00 0.09
H 4.135410 2.304653 0.691265 0.00 0.02 0.02 0.07
H 0.140246 4.457250 -4.483835 0.00 0.00 0.00 0.13
H 1.258044 2.798220 -3.087725 0.05 -0.02 -0.02 0.08
H -6.532638 -0.788838 -0.610924 0.00 0.00 0.00 0.10
H 0.796515 5.822324 0.179629 0.01 0.00 0.00 0.11
H 3.755902 0.861959 1.618005 0.00 -0.03 0.02 0.03
H 3.049040 -3.374120 -4.780011 0.00 0.00 0.00 0.08
H 1.843781 -3.589632 5.159176 0.00 0.01 0.00 0.09

Calculated E_tot in order - -2872.26941 -3264.11718 Eh
Calculated relative energy (zero: lowest compared OMol25 entry of this formula, charge and spin) in order - 3.5236 0.2346 eV